(1)
ORCA calculation (ωB97M-V/def2-TZVPD) on a molecular structure, C35H58OP2Sc.

The geometry in XYZ format:
```
97
Properties=species:S:1:pos:R:3:forces:R:3:mulliken_charge:R:1
Sc -0.498 0.711 -0.547 0.0 -0.4 5.3 -0.860
C -0.819 -1.950 0.241 0.1 1.2 0.0 0.788
C 0.469 -2.080 -0.363 -0.4 0.3 0.8 0.708
C 0.654 -0.533 1.388 -0.7 -1.4 -0.8 0.654
C -0.753 -0.966 1.291 1.6 0.1 -0.4 0.422
C 1.373 -1.280 0.401 -1.1 0.2 -0.3 0.615
C -2.080 -2.729 -0.010 -0.2 0.1 0.2 -1.865
H -1.976 -3.470 -0.806 -0.1 0.1 0.1 0.454
H -2.896 -2.021 -0.249 0.1 -0.6 0.1 0.333
H -2.376 -3.284 0.897 0.1 0.2 -0.3 0.497
C -1.890 -0.667 2.228 -0.2 -0.1 -0.2 -0.882
H -2.676 -1.414 2.117 0.0 -0.1 -0.1 0.583
H -2.348 0.305 1.993 0.1 -0.2 0.4 -0.043
H -1.585 -0.716 3.279 0.0 0.2 -0.3 0.114
C 1.372 0.262 2.441 -0.2 0.2 0.1 -0.976
H 0.985 0.027 3.435 -0.1 0.2 -0.1 0.186
H 1.284 1.336 2.240 0.0 -0.1 0.3 -0.137
H 2.438 0.036 2.506 0.0 -0.1 -0.4 0.588
C 2.857 -1.381 0.344 0.3 0.3 0.2 -1.775
H 3.244 -1.672 1.329 -0.1 -0.1 -0.2 0.516
H 3.264 -0.382 0.142 0.2 -0.4 0.2 0.306
H 3.218 -2.117 -0.388 -0.1 0.3 0.1 0.408
C 0.855 -3.038 -1.453 -0.2 -0.4 -0.5 -1.675
H 1.438 -3.931 -1.119 -0.4 0.7 0.0 0.329
H 1.471 -2.531 -2.217 -0.1 -0.2 0.2 0.261
H -0.053 -3.424 -1.971 0.6 0.2 0.3 0.375
C -1.370 2.017 -4.135 -0.2 0.5 -0.7 -0.791
C -1.917 0.786 -4.390 -0.6 1.2 -2.2 -0.404
C -1.492 0.070 -5.706 0.0 -0.5 0.8 -1.164
C -0.003 -0.368 -5.666 -0.5 0.1 -0.7 -1.280
C 0.807 0.046 -4.485 1.3 -0.2 -1.3 0.400
C 1.484 1.219 -4.373 0.1 -0.9 -1.6 -1.175
C 1.074 2.495 -5.018 -0.1 0.0 -0.4 -0.975
C -0.455 2.773 -5.045 -0.1 0.6 -0.7 -1.700
H -1.737 0.720 -6.570 0.3 0.0 0.6 0.513
H 0.542 0.036 -6.539 -0.4 -0.3 0.1 0.412
H -2.122 -0.806 -5.885 0.0 0.1 0.2 0.375
H -0.797 2.596 -6.071 0.0 0.0 0.0 0.348
H -1.724 2.560 -3.279 -0.2 0.1 0.0 1.450
H -2.976 0.585 -4.232 -0.1 0.5 -0.6 0.517
H -0.645 3.858 -4.867 0.3 -0.8 -0.1 0.582
H 1.592 3.371 -4.615 -0.1 -0.4 -0.1 0.351
H 2.522 1.191 -4.084 -0.2 0.1 0.7 1.033
H 1.503 2.395 -6.020 -0.4 0.3 -0.4 0.631
H 0.109 -1.471 -5.697 -0.3 0.6 -0.2 0.430
H 1.096 -0.804 -3.885 0.8 -0.1 -0.3 0.821
P -2.431 0.324 -2.296 1.8 -0.1 1.8 1.281
C -4.024 1.184 -2.212 -0.3 0.1 -0.5 -1.064
C -2.333 -1.372 -2.894 -0.7 -0.8 -0.7 -0.360
P 2.355 1.279 -1.649 -1.4 -0.9 1.6 0.273
C 0.736 0.797 -2.257 0.9 0.9 -0.5 0.281
C 3.550 0.086 -2.355 0.0 0.5 0.3 -1.375
C 2.650 2.975 -2.217 -0.5 -0.1 -0.2 -1.446
H -3.913 2.117 -1.615 0.1 -0.7 -0.3 0.146
H -4.748 0.525 -1.718 -0.2 0.3 -0.3 0.427
H -4.322 1.487 -3.243 -0.3 -0.3 0.7 0.533
H -1.714 -1.399 -3.823 -0.9 -0.2 0.7 0.025
H -3.396 -1.623 -3.053 0.5 -0.7 -0.4 0.504
H -1.865 -2.071 -2.207 -0.3 0.3 0.2 -0.571
H 2.071 3.318 -3.069 0.2 -0.2 0.3 0.216
H 3.695 2.965 -2.458 0.7 0.4 -0.1 0.573
H 2.437 3.649 -1.397 0.3 0.1 0.2 0.414
H 0.238 1.613 -2.758 -0.7 0.3 0.5 0.848
H 0.209 -0.192 -2.374 1.2 0.8 0.3 -0.226
H 4.068 -0.106 -1.422 0.7 -0.7 -0.6 0.595
H 4.221 0.590 -3.052 0.0 -0.2 -0.1 0.664
H 3.080 -0.821 -2.774 0.3 0.5 0.3 0.174
C -0.806 3.854 -1.526 -0.1 0.2 -0.2 -0.058
C -1.237 4.930 -0.541 -0.5 0.4 -0.4 -0.026
C -2.680 5.375 -0.935 0.3 -0.2 -0.1 -1.258
C -1.163 4.603 0.928 0.3 -1.1 0.2 0.203
C -1.285 5.738 1.709 -0.1 0.0 0.0 -0.877
C -1.339 5.714 3.075 0.1 -0.6 0.9 -1.552
C -1.259 4.470 3.715 0.2 0.0 -0.7 -0.377
C -1.063 3.297 2.971 -0.1 -0.4 0.0 0.106
C -0.994 1.985 3.773 0.5 0.5 -0.6 2.805
C 0.104 2.003 4.830 0.4 -0.1 -0.1 -1.961
C -2.312 1.652 4.435 -0.3 -0.2 -0.2 -1.678
C -0.974 3.317 1.529 -0.4 2.0 1.3 0.000
O -0.716 2.232 0.815 -0.1 -1.8 -1.6 0.853
H -1.629 3.087 -1.549 1.0 0.4 0.1 -0.806
H 0.177 3.435 -1.234 -0.6 0.0 -0.3 -0.653
H -0.735 4.320 -2.539 0.0 -0.5 0.6 0.666
H -0.585 5.811 -0.655 -0.1 -0.3 -0.3 0.668
H -3.347 4.498 -0.802 0.1 0.6 0.0 0.222
H -3.052 6.230 -0.335 0.2 -0.6 -0.3 0.445
H -2.689 5.666 -2.003 -0.1 -0.1 0.4 0.367
H -1.352 6.666 1.165 0.0 0.4 0.1 0.521
H -1.428 6.625 3.646 -0.1 0.1 0.1 0.393
H -1.314 4.400 4.809 0.0 0.1 -0.5 0.305
H -0.744 1.196 3.069 -0.1 0.2 0.1 -1.889
H -0.128 2.704 5.635 0.1 0.0 0.0 0.436
H 0.202 0.997 5.267 0.0 0.3 0.0 0.468
H 1.074 2.267 4.384 -0.2 0.0 0.3 0.304
H -3.107 1.602 3.687 -0.1 0.0 0.2 0.307
H -2.245 0.676 4.930 -0.1 0.2 0.0 0.467
H -2.564 2.408 5.177 -0.1 0.0 0.0 0.391
```
Positions in Å, forces in eV/Å.

As for the net charge: +1. The calculation puts the highest occupied orbital energy (spin up / spin down) at -9.7 / -9.7 eV. For the HOMO-LUMO gap (spin up / spin down), the calculation gives 5.5 / 5.9 eV. Its multiplicity is 1. The electronic energy comes out at -78548.8303 eV.

---

(2)
ORCA calculation (ωB97M-V/def2-TZVPD) on a molecular structure, C6H8N4S.

The geometry in XYZ format:
```
19
Properties=species:S:1:pos:R:3:forces:R:3:mulliken_charge:R:1
C -1.828 0.641 -0.714 -0.2 -2.8 0.7 -0.174
C -1.039 -1.393 -0.177 3.7 4.7 -0.3 0.554
C 1.413 -1.603 0.093 -2.1 0.0 0.0 0.177
C -0.537 1.307 -1.085 0.6 -4.8 1.5 -1.014
C 0.573 0.914 -0.064 1.4 -1.3 -1.6 0.156
C 0.334 1.532 1.305 -1.4 -3.3 0.4 -1.296
N -2.081 -0.611 -0.341 -0.1 3.4 -0.7 -0.508
N -0.744 -2.549 -0.016 -0.7 -3.6 0.0 -0.534
N 0.534 -2.759 0.098 3.8 -1.8 0.3 0.085
N 0.633 -0.561 -0.103 -4.8 -1.1 -0.1 -0.084
S 3.012 -1.660 0.336 1.5 -0.3 0.2 -0.434
H -2.694 1.221 -0.684 -1.4 1.1 -0.3 0.467
H -0.186 0.875 -2.011 -0.1 0.4 -0.6 0.399
H -0.615 2.307 -1.041 -0.5 3.6 -0.4 0.462
H 1.492 1.237 -0.609 -0.2 0.1 1.1 0.449
H 0.680 0.853 2.124 -0.1 0.5 -0.7 0.325
H -0.774 1.611 1.435 1.0 0.5 0.2 0.329
H 0.891 2.395 1.359 0.7 2.4 0.4 0.379
H 0.937 -3.755 0.093 -1.0 2.4 0.1 0.261
```
Positions in Å, forces in eV/Å.

The calculation puts the highest occupied orbital energy (spin up / spin down) at -8.1 / -8.1 eV. For the HOMO-LUMO gap (spin up / spin down), the calculation gives 7.7 / 7.7 eV. Its multiplicity is 1. The electronic energy comes out at -23144.3050 eV.

---

(3)
ORCA calculation (ωB97M-V/def2-TZVPD) on C2H3ClF2 in the gas phase.

The geometry in XYZ format:
```
8
Properties=species:S:1:pos:R:3:forces:R:3:mulliken_charge:R:1
F 0.649 1.293 1.200 1.3 0.3 4.0 -0.255
C 0.388 0.714 0.075 -3.8 0.6 -3.5 -0.287
C -0.157 -0.709 -0.058 0.6 -0.8 1.5 0.201
F -0.509 -0.857 -1.331 -0.4 0.4 -1.6 -0.221
Cl -1.662 -1.172 0.903 1.4 0.7 -0.2 -0.182
H 1.204 0.908 -0.621 0.0 -0.5 -0.3 0.276
H -0.544 1.244 -0.246 0.7 0.1 -0.8 0.211
H 0.631 -1.421 0.079 0.1 -0.9 0.9 0.257
```
Positions in Å, forces in eV/Å.

The calculation puts the highest occupied orbital energy at -11.3 eV. Its SMILES is FC[C@H](F)Cl. For the HOMO-LUMO gap, the calculation gives 12.2 eV. Its multiplicity is 1. The electronic energy comes out at -20079.0872 eV.

---

(4)
ORCA calculation (ωB97M-V/def2-TZVPD) on C5H11NOS in the gas phase.

The geometry in XYZ format:
```
19
Properties=species:S:1:pos:R:3:forces:R:3:mulliken_charge:R:1
C 1.889 1.915 -1.161 -0.4 1.1 1.4 -0.477
N 1.161 1.263 -0.340 0.8 0.4 -1.1 -0.339
O 0.533 0.209 -0.973 -0.5 0.1 0.5 -0.183
C -0.332 -0.504 -0.033 0.4 0.6 1.4 1.509
C -1.017 -1.499 -0.897 0.1 -2.5 0.0 -1.603
C 0.573 -1.138 1.004 1.8 -0.2 -0.2 -1.475
C -1.392 0.406 0.642 -1.0 -1.3 -1.5 -0.833
S -0.927 1.411 2.018 0.2 0.6 0.6 -0.234
H 2.349 2.853 -0.785 -0.2 -1.0 -0.1 0.258
H 1.933 1.704 -2.204 0.1 -0.4 -0.7 0.297
H -1.837 -2.024 -0.318 1.0 0.5 -0.6 0.373
H -0.223 -2.300 -1.195 -1.6 1.4 0.1 0.311
H -1.484 -0.998 -1.745 0.2 -0.2 -0.2 0.424
H 1.176 -0.338 1.520 -0.7 -0.9 -0.4 0.389
H 1.331 -1.722 0.374 -1.0 0.3 1.3 0.383
H 0.053 -1.731 1.795 0.4 0.3 -0.9 0.311
H -1.831 0.954 -0.220 -0.1 0.0 0.8 0.401
H -2.178 -0.308 1.048 0.8 1.0 -0.5 0.325
H 0.223 1.846 1.469 -0.2 0.1 0.2 0.163
```
Positions in Å, forces in eV/Å.

The calculation puts the highest occupied orbital energy at -8.8 eV. Its SMILES is C=NOC(C)(C)CS. For the HOMO-LUMO gap, the calculation gives 9.7 eV. Its multiplicity is 1. The electronic energy comes out at -19733.9069 eV.

---

(5)
ORCA calculation (ωB97M-V/def2-TZVPD) on a molecular structure, C18H20InN2O13P2.

The geometry in XYZ format:
```
56
Properties=species:S:1:pos:R:3:forces:R:3:mulliken_charge:R:1
In 0.209 0.015 -0.917 0.3 -0.1 0.3 2.641
O 0.619 -2.079 -4.660 0.1 -0.1 -0.3 -0.778
C 0.564 -1.326 -3.703 0.3 0.2 -0.6 0.115
O -0.132 -1.474 -2.654 -0.4 0.3 1.1 -0.675
C 1.377 -0.027 -3.752 0.0 -0.4 -0.7 0.651
C 1.918 0.504 -4.916 -0.1 -0.2 0.1 -0.821
C 2.521 1.751 -4.850 0.0 -0.1 0.1 -0.234
C 2.574 2.422 -3.637 0.0 0.0 0.1 -0.662
C 2.020 1.809 -2.522 0.5 0.8 0.1 0.524
N 1.468 0.622 -2.613 -0.1 -0.1 0.2 -0.074
C 1.975 2.458 -1.132 0.3 0.3 -0.3 0.122
O 2.592 3.499 -0.968 0.2 0.3 -0.2 -0.797
O 1.299 1.839 -0.260 -0.6 -0.8 0.2 -0.584
H 1.831 -0.051 -5.838 0.0 -0.1 0.0 0.531
H 2.937 2.201 -5.740 0.0 0.0 -0.1 0.428
H 3.009 3.403 -3.533 0.0 0.0 0.1 0.530
N -4.756 0.763 -0.894 -0.5 -0.5 -0.2 -0.098
C -3.338 1.046 -0.551 0.9 -0.2 -0.4 0.694
C -3.182 2.329 0.220 0.1 0.2 0.1 -1.907
P -2.784 -0.507 0.314 -0.7 -0.3 0.6 0.925
O -2.362 -0.060 1.776 0.0 0.1 -0.3 -0.703
O -4.050 -1.307 0.340 -0.3 0.0 0.0 -0.938
O -1.605 -1.128 -0.392 0.6 0.5 -0.2 -0.600
P -2.520 1.181 -2.211 0.0 0.4 -0.5 0.468
O -2.702 -0.285 -2.814 -0.2 0.3 -0.1 -0.624
O -3.355 2.128 -2.981 -0.4 0.1 0.0 -0.808
O -1.057 1.488 -1.983 0.0 -0.4 0.6 -0.714
H -5.415 1.388 -0.429 0.2 -0.1 -0.1 0.302
H -4.825 -0.262 -0.513 -0.3 0.2 -0.1 0.437
H -4.837 0.849 -1.918 -0.4 0.1 0.3 0.356
H -3.660 2.275 1.200 0.0 0.0 0.0 0.442
H -3.598 3.156 -0.359 0.0 0.1 0.0 0.533
H -2.118 2.524 0.356 0.0 0.1 0.1 0.317
H -1.374 0.050 1.731 0.3 0.0 0.4 0.450
H -1.931 -0.842 -2.606 0.2 -0.5 -0.1 0.525
C 0.822 0.673 6.132 -0.1 0.2 0.1 -0.780
O 1.471 -0.543 5.840 0.1 -0.4 -0.3 -0.468
C 1.463 -0.962 4.540 0.0 0.1 -0.2 0.892
C 2.280 -2.065 4.236 0.1 -0.1 0.1 -1.028
C 2.394 -2.480 2.938 0.0 0.1 0.1 -0.706
C 1.763 -1.820 1.870 -0.4 0.4 0.0 0.416
C 1.943 -2.236 0.501 0.4 -0.5 0.1 0.707
C 2.204 -3.698 0.216 0.2 0.2 -0.2 -1.379
O 1.866 -1.471 -0.468 -0.4 0.0 -0.1 -0.617
C 0.900 -0.725 2.174 0.1 -0.1 0.4 0.199
O 0.201 -0.065 1.320 -0.1 0.1 -0.6 -0.719
C 0.746 -0.359 3.536 0.0 0.2 0.2 -0.477
H 1.054 0.896 7.173 0.0 0.0 -0.1 0.231
H -0.263 0.585 6.014 0.0 0.0 0.0 0.311
H 1.188 1.486 5.498 0.0 -0.1 0.0 0.345
H 2.821 -2.548 5.034 0.1 -0.1 0.1 0.429
H 3.062 -3.301 2.730 0.0 -0.1 0.0 0.199
H 2.851 -4.177 0.944 0.0 0.0 0.0 0.428
H 2.615 -3.803 -0.785 0.0 0.0 0.0 0.355
H 1.236 -4.200 0.235 -0.1 0.0 0.1 0.297
H 0.069 0.460 3.729 0.0 0.1 0.0 0.390
```
Positions in Å, forces in eV/Å.

As for the net charge: -1. The calculation puts the highest occupied orbital energy at -5.9 eV. For the HOMO-LUMO gap, the calculation gives 8.4 eV. Its multiplicity is 1. The electronic energy comes out at -72352.1132 eV.

---

(6)
ORCA calculation (ωB97M-V/def2-TZVPD) on C4H5NOS in the gas phase.

The geometry in XYZ format:
```
12
Properties=species:S:1:pos:R:3:forces:R:3:mulliken_charge:R:1
S 1.944 -0.694 -0.348 0.6 -1.6 2.4 -0.270
C 0.905 0.572 0.303 -0.5 0.3 1.7 -0.041
C -0.393 0.791 -0.445 0.3 2.4 2.2 -0.330
C -0.877 -0.220 -1.225 0.1 -7.0 4.6 -0.237
N -0.971 -1.417 -0.566 -0.2 1.5 -2.5 -0.320
O -0.664 -1.319 0.856 -1.0 3.5 -2.5 -0.211
C -0.414 0.078 0.975 0.1 2.9 1.0 -0.198
H 1.753 -1.594 0.816 0.5 1.4 -2.2 0.166
H 1.392 1.425 0.870 -0.8 -1.0 -1.2 0.333
H -0.723 1.766 -0.803 0.1 0.3 1.0 0.336
H -0.984 -0.155 -2.223 -0.9 -0.4 -3.2 0.470
H -0.968 0.767 1.789 1.7 -2.3 -1.4 0.301
```
Positions in Å, forces in eV/Å.

The calculation puts the highest occupied orbital energy at -9.2 eV. Its SMILES is S[C@H]1[C@H]2C=NO[C@@H]12. For the HOMO-LUMO gap, the calculation gives 9.8 eV. Its multiplicity is 1. The electronic energy comes out at -18597.0476 eV.

---

| no. | largest force on an atom (hartree/bohr) |
| --- | --- |
| 1 | 0.102 |
| 2 | 0.116 |
| 3 | 0.100 |
| 4 | 0.048 |
| 5 | 0.023 |
| 6 | 0.162 |